{"formula": "C2H8O3", "method": "ωB97M-V/def2-TZVPD", "elements": ["O", "C", "C", "H", "H", "H", "H", "H", "H", "O", "H", "H", "O"], "xyz": [[1.27425, 2.92518, -2.47986], [0.66935, 1.92496, -2.19819], [1.02652, 0.86711, -1.15163], [-0.14809, 1.54527, -2.74718], [0.27005, 0.70919, -0.43685], [1.95431, 1.06651, -0.75730], [1.14805, -0.02691, -1.87392], [-0.42510, -2.74632, 0.83234], [-1.12120, -1.57541, 0.21006], [-0.71724, -1.91639, 1.06744], [-0.84038, -0.48362, 3.56474], [-1.43972, -1.45786, 2.51554], [-1.65081, -0.83170, 3.45482]], "forces_ev_per_a": [[0.038, 0.275, -0.024], [1.146, -0.956, 1.691], [-0.288, -0.141, -3.823], [-1.631, 0.114, -1.283], [-0.955, -0.469, 0.704], [2.114, 0.470, 1.297], [-0.408, 0.718, 1.475], [1.228, -3.542, -0.866], [0.227, -0.166, 0.604], [-1.541, 3.660, 0.320], [4.452, 2.058, 0.726], [-0.753, 2.271, 3.118], [-3.628, -4.291, -3.939]], "mulliken_spin": [-0.18, 0.30, 0.85, -0.21, -0.30, 0.01, -0.13, -0.23, -0.16, 0.78, -0.10, -0.03, 0.39], "charge": -1, "max_force_ev_per_a": 6.86, "multiplicity": 2, "orbital_gap_ha": [0.1174, 0.3864], "de_lowest_kcal_mol": 28.70, "s2": 0.75}

=====

{"formula": "C2H8O3", "method": "ωB97M-V/def2-TZVPD", "elements": ["O", "H", "H", "O", "O", "C", "C", "H", "H", "H", "H", "H", "H"], "xyz": [[-0.96856, 2.17261, -1.33574], [-1.38240, 2.11871, -2.22685], [-0.00529, 2.06046, -1.50243], [0.27019, 0.04850, 1.83856], [-0.69604, -2.06519, 0.12849], [0.08602, 0.17623, 0.43460], [0.44089, -1.24843, -0.10856], [1.10484, 0.47236, 2.12857], [-0.69885, -2.24297, 1.09222], [-0.94737, 0.47830, 0.17707], [0.77048, 0.95687, 0.05048], [0.73753, -1.30476, -1.17359], [1.28851, -1.62274, 0.49714]], "forces_ev_per_a": [[0.463, 0.034, -1.352], [0.452, 0.105, 0.913], [-1.082, 0.163, 0.075], [0.181, 0.755, 1.005], [0.231, -0.572, 0.559], [1.199, -0.660, -0.556], [-0.222, 0.811, 0.198], [-0.880, -0.412, -0.478], [-0.141, 0.187, -0.830], [0.657, -0.425, 0.386], [-0.199, -0.366, 0.048], [-0.505, 0.113, 0.415], [-0.154, 0.267, -0.384]], "mulliken_charge": [-0.63, 0.31, 0.33, -0.54, -0.53, -0.16, -0.35, 0.30, 0.32, 0.26, 0.13, 0.31, 0.25], "max_force_ev_per_a": 1.48, "multiplicity": 1, "orbital_gap_ha": 0.3822, "de_lowest_kcal_mol": 18.91}

=====

{"formula": "C2H8O4", "method": "ωB97M-V/def2-TZVPD", "elements": ["O", "C", "O", "C", "H", "H", "H", "H", "H", "H", "O", "H", "H", "O"], "xyz": [[0.16771, 0.81468, -0.51235], [-0.26365, 0.06096, -1.32880], [-1.61656, -0.06080, -1.52209], [0.40397, -0.78878, -2.39908], [-1.98622, 0.54496, -0.85369], [0.12362, -0.24028, -3.29105], [-0.13630, -1.72844, -2.42261], [1.44333, -0.85745, -2.28182], [-4.79103, 2.04933, 0.10092], [-3.58502, 2.34874, 0.94274], [-3.84390, 1.84853, 0.16238], [5.26226, -1.62958, 4.96964], [3.94528, -1.08168, 4.27178], [4.87650, -1.28020, 4.16403]], "forces_ev_per_a": [[0.765, 0.072, 0.386], [-1.147, -0.565, -1.145], [0.491, 0.336, 0.708], [-1.684, 0.897, 0.716], [-0.434, -0.106, -0.213], [0.270, -0.099, -0.479], [0.293, -0.256, -0.074], [1.314, -0.215, 0.137], [0.331, -0.238, -0.207], [0.262, -0.037, 0.025], [-0.462, 0.212, 0.149], [-0.456, 0.056, 0.185], [0.012, -0.144, 0.456], [0.444, 0.088, -0.645]], "mulliken_charge": [-0.54, 0.73, -0.43, -0.97, 0.32, 0.26, 0.30, 0.33, 0.30, 0.31, -0.61, 0.32, 0.32, -0.64], "max_force_ev_per_a": 2.04, "multiplicity": 1, "orbital_gap_ha": 0.4026, "de_lowest_kcal_mol": 16.15}

=====

{"formula": "C2H8O5Si", "method": "ωB97M-V/def2-TZVPD", "elements": ["C", "C", "O", "O", "O", "O", "O", "Si", "H", "H", "H", "H", "H", "H", "H", "H"], "xyz": [[0.87746, 0.53062, 0.02086], [-1.24711, -1.15680, 0.18752], [1.14218, 0.28680, -1.33384], [0.96786, -0.78099, 0.69119], [1.90536, 1.30484, 0.68769], [-0.89480, -2.01515, -0.80612], [-1.44151, -1.86126, 1.26896], [-0.95284, 1.20359, -0.05979], [2.07342, 0.10712, -1.51725], [1.74810, -0.72123, 1.16074], [1.60958, 2.27977, 0.53111], [-0.97579, -1.71692, -1.67363], [-1.08903, -2.83044, 1.14871], [-1.42061, 1.20074, -1.45716], [-0.71053, 2.73410, -0.09463], [-1.59175, 1.43521, 1.24564]], "forces_ev_per_a": [[0.850, -1.383, 0.637], [-0.146, -1.798, -1.208], [0.037, 0.662, -0.218], [-2.065, 1.558, -1.914], [-2.178, 1.903, -1.542], [-0.513, -0.749, 3.481], [0.897, -1.356, -0.442], [0.819, 1.494, 0.553], [0.106, -0.039, 0.410], [2.672, 0.017, 1.890], [0.864, -2.347, 0.482], [0.020, 1.619, -2.158], [-0.942, 2.190, 0.063], [-0.556, -0.706, 0.144], [0.680, -0.210, -0.228], [-0.546, -0.855, 0.049]], "mulliken_charge": [0.47, 0.16, -0.46, -0.48, -0.56, -0.45, -0.38, 0.66, 0.28, 0.29, 0.36, 0.37, 0.35, -0.14, -0.32, -0.15], "max_force_ev_per_a": 3.60, "multiplicity": 1, "orbital_gap_ha": 0.3421, "de_lowest_kcal_mol": 183.74}

=====

{"formula": "C2H8OP2S", "method": "ωB97M-V/def2-TZVPD", "elements": ["C", "C", "O", "P", "P", "S", "H", "H", "H", "H", "H", "H", "H", "H"], "xyz": [[1.50510, -1.50653, 0.23845], [0.85753, -0.19024, -0.02930], [-1.83946, -1.42967, -0.13028], [-1.98111, 1.64583, -0.08950], [-1.88491, -0.18861, 0.93619], [1.63330, 1.32241, 0.32314], [0.77582, -2.37153, 0.38770], [2.08660, -1.47521, 1.09645], [2.15151, -1.83402, -0.59289], [0.42233, -0.11328, -1.10596], [-1.71072, -1.12102, -1.05127], [-2.77174, 2.48511, 0.75870], [-3.01059, 1.59938, -1.12948], [1.28989, 2.05605, -0.73032]], "forces_ev_per_a": [[-1.471, -1.315, -0.991], [-1.546, 0.397, -2.752], [-0.426, 0.325, -1.466], [-0.412, 1.929, -1.856], [0.801, -1.072, 1.533], [0.719, -0.138, 0.846], [0.546, 1.330, -0.258], [1.225, 0.080, 1.719], [-0.108, 0.299, 0.116], [0.389, -0.264, 1.989], [-0.081, -0.493, 0.594], [0.173, -0.625, 0.073], [0.470, -0.357, 0.700], [-0.279, -0.096, -0.249]], "mulliken_charge": [-1.01, -0.16, -0.43, -0.19, 0.21, -0.21, 0.24, 0.38, 0.29, 0.28, 0.32, 0.08, 0.07, 0.14], "max_force_ev_per_a": 3.18, "multiplicity": 1, "orbital_gap_ha": [0.2623, 0.2578], "de_lowest_kcal_mol": 70.20}

=====

{"formula": "C2H8OP4", "method": "ωB97M-V/def2-TZVPD", "elements": ["C", "C", "O", "P", "P", "P", "P", "H", "H", "H", "H", "H", "H", "H", "H"], "xyz": [[-1.20852, -0.79669, -1.06100], [-2.32576, -0.74887, -0.06143], [-1.22004, -1.06045, -2.18933], [1.48950, 0.23568, -2.23199], [1.46316, 0.44431, 2.98003], [0.50640, 0.18091, -0.37824], [2.13772, 1.05604, 0.97575], [-2.19829, -1.28540, 0.82768], [-3.19715, -0.99336, -0.55429], [-2.20173, 0.24783, 0.24576], [2.61529, -0.13607, -1.74901], [1.04592, -1.13270, -2.48409], [2.63494, 1.18844, 3.16194], [0.72615, 1.59178, 3.32546], [-0.26757, 1.20855, -0.80723]], "forces_ev_per_a": [[1.248, -0.155, 2.942], [2.001, 0.342, -0.999], [-0.369, -0.568, -1.835], [-2.686, -0.179, -3.044], [0.220, 0.256, -0.610], [0.008, -0.104, 0.730], [-1.272, -1.070, -0.426], [0.600, -1.295, 1.042], [-2.154, -0.201, -0.814], [-0.803, 1.728, 0.492], [3.518, -1.130, 1.466], [0.486, 0.805, -0.224], [0.590, -0.052, 0.891], [-0.394, 0.184, 0.138], [-0.993, 1.439, 0.251]], "mulliken_charge": [0.64, -1.18, -0.39, -0.09, -0.19, -0.07, -0.07, 0.37, 0.35, 0.34, 0.05, 0.06, 0.04, 0.05, 0.10], "max_force_ev_per_a": 4.06, "multiplicity": 1, "orbital_gap_ha": 0.2351, "de_lowest_kcal_mol": 44.07}